Formula: C33H35CaF5N4OP2
Source: OMol25
Level of theory: wB97M-V/def2-TZVPD

Properties
E_tot ... -3432.29840 Eh
LUMO level ... -0.45 eV
F_max ... 0.046 hartree/bohr
Orbital gap ... 6.814 eV

Last column: Mulliken charge in e.
Cartesian coordinates (Å):
1 Ca -0.1189 0.4117 0.2279  1.470
2 C -2.0720 1.8973 -8.3016  -0.383
3 C -2.1755 0.6916 -7.7415  -0.347
4 C -1.3856 -0.5271 -8.1457  -0.479
5 C -0.0251 -0.2707 -8.8192  -0.951
6 C 0.9007 0.5953 -7.9787  -0.327
7 C 0.9878 1.9210 -7.9958  -0.543
8 C 0.2064 2.8594 -8.9006  -0.514
9 C -1.1523 2.3470 -9.4101  -0.946
10 C 1.8182 0.7762 1.7063  -1.720
11 H -2.8074 2.6679 -8.0489  0.347
12 H -2.9973 0.4766 -7.0591  0.706
13 H -1.9801 -1.1712 -8.8226  0.337
14 H -1.2036 -1.1279 -7.2368  0.095
15 H 0.4687 -1.2513 -8.9095  0.441
16 H -0.1611 0.0831 -9.8475  0.329
17 H 1.6246 -0.0017 -7.4255  0.439
18 H 1.7869 2.4253 -7.4562  0.434
19 H 0.8023 3.1540 -9.7783  0.321
20 H 0.0299 3.7886 -8.3437  0.338
21 H -1.6431 3.2048 -9.8888  0.390
22 H -1.0141 1.6144 -10.2076  0.330
23 H 1.4486 1.5513 2.4016  0.422
24 H 2.7034 1.1879 1.1969  0.408
25 H 2.1715 -0.0586 2.3398  0.293
26 P 1.6773 -0.5396 -1.7553  0.053
27 P -1.5417 -0.8298 -1.8025  -0.376
28 N 2.6688 0.7769 -2.2543  0.593
29 N 2.8527 -1.7356 -1.3937  0.529
30 N -2.2327 0.4581 -2.7428  0.395
31 N -2.9343 -1.7494 -1.4541  0.536
32 C 0.8594 -1.0912 -3.2954  -1.219
33 C -0.5504 -1.7239 -3.0737  -0.873
34 C 2.4794 2.1040 -1.8056  -0.542
35 C 3.3638 2.9169 -2.4945  -0.535
36 C 4.1248 2.0845 -3.3844  -0.792
37 C 3.6807 0.7781 -3.2208  -0.339
38 C 3.7142 -1.6660 -0.2754  -0.534
39 C 4.3445 -2.8930 -0.1284  -0.576
40 C 3.8756 -3.7499 -1.1866  -0.669
41 C 2.9678 -3.0237 -1.9363  -0.306
42 C -2.4285 1.7539 -2.2127  -0.334
43 C -2.8369 2.5795 -3.2459  -1.003
44 C -2.8955 1.7927 -4.4395  -0.267
45 C -2.5278 0.4990 -4.1047  -0.378
46 C -4.0474 -2.0965 -2.2396  -0.273
47 C -4.8403 -2.9869 -1.5194  -0.578
48 C -4.2045 -3.1987 -0.2459  -0.583
49 C -3.0572 -2.4337 -0.2183  -0.414
50 H 1.5098 -1.8300 -3.7850  0.653
51 H 0.7907 -0.1930 -3.9399  0.331
52 H -1.1241 -1.7668 -4.0133  0.518
53 H -0.4672 -2.7581 -2.6867  0.455
54 H 1.7382 2.3425 -1.0574  0.368
55 H 3.4507 3.9909 -2.4076  0.441
56 H 4.8946 2.4154 -4.0654  0.444
57 H 3.9852 -0.1407 -3.6833  0.517
58 H 3.7792 -0.7711 0.3219  0.348
59 H 5.0283 -3.1756 0.6610  0.433
60 H 4.1432 -4.7869 -1.3356  0.429
61 H 2.3677 -3.2991 -2.7892  0.359
62 H -2.2621 1.9615 -1.1631  0.458
63 H -3.0666 3.6337 -3.1823  0.439
64 H -3.1662 2.1227 -5.4320  0.360
65 H -2.4304 -0.3898 -4.7050  0.486
66 H -4.1757 -1.6764 -3.2177  0.403
67 H -5.7623 -3.4530 -1.8602  0.412
68 H -4.5600 -3.8688 0.5402  0.420
69 H -2.3069 -2.3143 0.5477  0.313
70 F -1.2305 -0.8074 6.8068  -0.313
71 C -1.4362 -0.4613 5.5224  0.553
72 C -2.1596 0.6937 5.2148  0.273
73 F -2.6489 1.4548 6.2256  -0.296
74 C -2.3386 1.0666 3.8948  0.189
75 F -3.0087 2.1951 3.5892  -0.320
76 C -1.7743 0.3068 2.8355  0.435
77 O -1.8781 0.6859 1.5957  -0.910
78 C -1.0242 -0.8374 3.1915  0.137
79 F -0.3366 -1.4721 2.1551  -0.341
80 C -0.8562 -1.2306 4.5044  -0.095
81 F -0.0957 -2.2889 4.8364  -0.304

=====

Formula: C33H35Cl5N4NiP2
Source: OMol25
Level of theory: wB97M-V/def2-TZVPD

Properties
E_tot ... -5989.23094 Eh
LUMO level (spin up / spin down) ... -0.57 / -0.75 eV
2S+1 ... 3
F_max ... 0.070 hartree/bohr
Orbital gap (spin up / spin down) ... 7.233 / 7.600 eV

Last column: Löwdin spin population.
Cartesian coordinates (Å):
1 Ni -0.5580 1.7468 3.6718  1.393
2 C 2.4716 -2.8912 2.5228  0.000
3 C 2.3358 -1.8631 1.6802  0.000
4 C 1.2057 -1.5811 0.7310  0.000
5 C -0.2017 -1.6357 1.3764  0.000
6 C -0.8405 -3.0208 1.4260  0.000
7 C -0.2907 -4.2273 1.4939  0.000
8 C 1.1293 -4.6141 1.1747  0.000
9 C 2.1113 -4.3241 2.3257  0.000
10 C -2.0792 0.5935 3.7402  0.252
11 H 2.9763 -2.7229 3.4732  0.000
12 H 3.1190 -1.0251 1.7104  0.000
13 H 1.2089 -2.3125 -0.1179  0.000
14 H 1.3639 -0.5381 0.3788  0.000
15 H -0.2071 -1.1604 2.3674  0.000
16 H -0.9228 -1.0617 0.7524  0.000
17 H -1.9228 -3.0104 1.3358  0.000
18 H -0.9071 -5.1260 1.7797  0.000
19 H 1.4710 -4.1806 0.2255  0.000
20 H 1.1478 -5.7026 0.9916  0.000
21 H 1.7379 -4.7320 3.2934  0.000
22 H 3.0442 -4.8692 2.0646  0.000
23 H -1.6582 -0.4150 3.9047  0.012
24 H -2.2613 0.8222 2.6787  0.045
25 H -3.0330 0.6068 4.3201  0.019
26 P -2.3022 0.5650 -1.5654  0.000
27 P 1.1954 1.9751 -1.1948  0.000
28 N -2.7998 -0.9604 -2.3226  0.000
29 N -3.4698 1.6255 -2.4774  0.000
30 N 2.1100 0.7481 -2.1516  0.000
31 N 2.0849 3.4140 -1.8517  0.000
32 C -0.9448 0.8359 -2.7831  0.000
33 C -0.1463 2.1063 -2.4985  0.000
34 C -3.3642 -2.0286 -1.6098  0.000
35 C -3.6762 -3.0619 -2.5011  0.000
36 C -3.3386 -2.5971 -3.8153  0.000
37 C -2.7782 -1.3276 -3.6759  0.000
38 C -4.4574 2.3427 -1.7913  0.000
39 C -5.3132 2.9412 -2.7119  0.000
40 C -4.8569 2.5704 -4.0219  0.000
41 C -3.6981 1.8190 -3.8413  0.000
42 C 3.1584 -0.0261 -1.6537  0.000
43 C 3.6178 -0.9000 -2.6358  0.000
44 C 2.8045 -0.6767 -3.7962  0.000
45 C 1.9102 0.3306 -3.4750  0.000
46 C 2.8960 3.5331 -2.9951  0.000
47 C 3.1768 4.8734 -3.2178  0.000
48 C 2.4924 5.6288 -2.2078  0.000
49 C 1.8008 4.7233 -1.4147  0.000
50 H -1.3453 0.9302 -3.8011  0.000
51 H -0.3258 -0.0726 -2.7760  0.000
52 H 0.3175 2.4922 -3.4267  0.000
53 H -0.7847 2.9211 -2.1191  0.000
54 H -3.5012 -1.9565 -0.5345  0.000
55 H -4.0746 -4.0365 -2.2397  0.000
56 H -3.4968 -3.1133 -4.7571  0.000
57 H -2.3474 -0.6988 -4.4240  0.000
58 H -4.4473 2.3620 -0.7137  0.000
59 H -6.1546 3.5868 -2.4768  0.000
60 H -5.3290 2.8028 -4.9699  0.000
61 H -3.0192 1.4460 -4.5922  0.000
62 H 3.5213 0.0979 -0.6402  0.000
63 H 4.4281 -1.6208 -2.5226  0.000
64 H 2.8200 -1.1675 -4.7710  0.000
65 H 1.0907 0.7080 -4.0805  0.000
66 H 3.1964 2.6735 -3.5666  0.000
67 H 3.8066 5.2477 -4.0137  0.000
68 H 2.5162 6.7069 -2.0835  0.000
69 H 1.1234 4.8681 -0.5840  0.000
70 Cl 0.3735 3.2392 5.1329  0.057
71 C 0.8203 1.7093 5.9925  0.018
72 C 0.2855 0.6583 5.3066  0.163
73 C 0.5570 -0.6135 5.7704  0.021
74 Cl -0.1546 -2.0243 5.0916  0.004
75 C 1.5264 -0.8002 6.8208  0.008
76 Cl 1.8927 -2.3669 7.3246  0.005
77 C 2.2013 0.2748 7.4125  -0.005
78 Cl 3.4117 0.0201 8.6083  -0.002
79 C 1.8259 1.5826 6.9869  0.005
80 Cl 2.7240 2.9337 7.5543  0.005

=====

Formula: C33H35ClN4O5S4Sn
Source: OMol25
Level of theory: wB97M-V/def2-TZVPD

Properties
E_tot ... -4140.92841 Eh
LUMO level ... -0.90 eV
F_max ... 0.092 hartree/bohr
Orbital gap ... 6.910 eV

Last column: Mulliken charge in e.
Cartesian coordinates (Å):
1 Sn -0.1737 0.7357 0.0268  0.726
2 S 2.2650 1.3649 5.7319  -0.134
3 C 1.6716 1.3944 4.1627  0.305
4 S 0.3896 0.6926 3.3498  -0.088
5 S 2.7594 2.6424 4.2266  -0.076
6 Cl 5.8261 0.2979 -4.3319  -0.232
7 C 4.6325 0.3302 -3.0917  0.178
8 C 4.9664 0.1183 -1.7398  -0.467
9 C 4.0891 0.4885 -0.7218  -0.563
10 C 2.7668 0.8986 -1.0101  0.751
11 O 1.9651 1.1486 -0.0314  -0.503
12 C 2.3896 0.9937 -2.4350  0.847
13 C 1.0890 1.1021 -2.8735  -0.534
14 O 0.0258 1.0240 -2.1406  -0.550
15 C 3.3707 0.7644 -3.4422  -0.951
16 H 5.9092 -0.3504 -1.4746  0.399
17 H 4.2918 0.3814 0.3386  0.408
18 H 0.8464 1.3035 -3.9102  0.409
19 H 3.0874 0.9926 -4.4690  0.399
20 C -0.6595 4.4870 1.6535  -0.284
21 C -0.6758 6.0427 1.6293  -0.706
22 N -0.1007 6.6431 0.3360  -0.292
23 C -0.9121 5.9708 -0.7352  -0.804
24 C -0.7529 4.4552 -0.7055  -0.136
25 N 0.0075 3.9202 0.4697  0.357
26 C 1.3660 4.5253 0.4205  -0.371
27 C 1.3078 6.0666 0.2891  -0.868
28 H -1.6529 4.0771 1.7689  0.143
29 H -0.0585 4.1276 2.4924  0.336
30 H -0.0929 6.4227 2.4608  0.324
31 H -1.6709 6.4855 1.7321  0.331
32 H -0.5882 6.3266 -1.7060  0.396
33 H -1.9679 6.2196 -0.5869  0.267
34 H -0.2797 4.0512 -1.6045  0.212
35 H -1.7575 3.9954 -0.6692  0.133
36 H 1.9001 4.0935 -0.4267  0.192
37 H 1.9188 4.2493 1.3215  0.276
38 H 1.7498 6.4300 -0.6537  0.318
39 H 1.8668 6.5716 1.0504  0.348
40 O -2.5246 -1.8535 0.0421  -0.766
41 C -1.3733 -2.2638 0.0636  -0.183
42 N -0.9958 -3.5524 0.2402  0.088
43 C 0.4317 -3.7493 0.2085  3.359
44 C 0.8748 -2.2574 0.1529  -0.666
45 O 2.0165 -1.8131 0.2530  -0.632
46 N -0.2169 -1.5011 -0.0712  0.064
47 C 0.9226 -4.5484 1.4296  -0.390
48 C 0.6993 -5.9454 1.4564  -0.244
49 C 0.8684 -6.6395 2.6365  -0.733
50 C 1.2991 -5.9873 3.7654  -0.464
51 C 1.6932 -4.6629 3.6945  -0.851
52 C 1.4894 -3.9220 2.5221  -0.393
53 C 0.8953 -4.3392 -1.1264  -0.136
54 C 1.9756 -5.2094 -1.2338  -0.303
55 C 2.2705 -5.7846 -2.4533  -0.692
56 C 1.5755 -5.4848 -3.6045  -0.614
57 C 0.5765 -4.5344 -3.5244  -0.659
58 C 0.2092 -3.9796 -2.2979  -0.505
59 H -1.7294 -4.2556 0.3071  0.276
60 H 0.3749 -6.5191 0.5734  0.400
61 H 0.5563 -7.6937 2.6535  0.335
62 H 1.3064 -6.5446 4.6942  0.401
63 H 2.1319 -4.1715 4.5690  0.392
64 H 1.7611 -2.8690 2.4670  0.502
65 H 2.6160 -5.4340 -0.3875  0.537
66 H 3.1183 -6.4954 -2.4930  0.336
67 H 1.8873 -5.8185 -4.5876  0.378
68 H 0.0606 -4.2288 -4.4343  0.397
69 H -0.6216 -3.2559 -2.2386  0.307
70 O -3.6229 2.9019 1.2718  -0.483
71 S -4.9629 2.1886 1.2555  0.131
72 C -5.6312 2.2193 -0.4591  -0.535
73 C -6.3410 0.8682 -0.6703  -0.622
74 C -5.4528 -0.2214 -0.0176  -0.435
75 C -4.7529 0.3390 1.2254  -0.178
76 H -4.7289 2.3376 -1.0694  0.224
77 H -6.2658 3.1267 -0.5623  0.400
78 H -6.4956 0.6780 -1.7428  0.318
79 H -7.3064 0.9496 -0.1618  0.303
80 H -4.6937 -0.5043 -0.7629  0.097
81 H -6.0563 -1.1116 0.2428  0.401
82 H -3.6868 0.1666 1.3860  -0.011
83 H -5.2667 -0.1087 2.0869  0.357